Molecular formula: C6H17N2
Method: DFT, ωB97M-V/def2-TZVPD

Geometry (Å):
C -0.7528 1.1867 1.5304
C 0.7762 1.2512 1.6970
C 1.9217 3.2290 1.8215
N 1.3007 2.4149 1.0263
H -1.1803 0.3877 2.1195
H -1.1994 2.0775 1.9887
H -1.1850 1.1088 0.5227
H 1.3013 0.3473 1.2594
H 1.1087 1.1251 2.7125
H 1.9915 2.9716 2.8838
H 2.3155 4.1728 1.4512
C -2.0697 -1.1430 -2.3088
C -1.1555 -1.0088 -1.1016
N 0.0245 -1.9055 -1.3277
C 1.3158 -1.6868 -0.5834
H -2.3860 -2.1922 -2.4669
H -2.9636 -0.5319 -2.0975
H -1.5773 -0.7857 -3.2347
H -0.7148 0.0027 -1.0034
H -1.6232 -1.3477 -0.1600
H 0.2817 -1.9131 -2.3537
H -0.2974 -2.8750 -1.1276
H 1.6273 -0.6486 -0.7505
H 2.0522 -2.4057 -0.9783
H 1.0879 -1.8316 0.4813

Results
E_LUMO, eV: -3.40
Maximum force, eV/Å: 2.54
Energy relative to the best compared isomer or geometry (same formula, charge and spin), kJ/mol: 175.9
Kohn-Sham gap, eV: 9.38
Net charge: +1